No. 1
This record from the OMol25 dataset describes C53H50N2OP3STeW as an isolated structure. The level of theory is ωB97M-V with the def2-TZVPD basis set.

```
112
C53H50N2OP3STeW ωB97M-V with the def2-TZVPD basis set
W 1.046 0.255 0.966
Te 2.565 -1.705 0.323
S -4.501 2.039 -4.713
P -1.175 -0.616 -0.193
P 0.500 -0.196 3.224
P 0.296 1.381 -1.205
O 2.645 3.037 0.712
N -1.112 0.449 -1.637
N 2.219 1.842 1.323
C 1.364 -0.050 -3.251
C -0.245 5.065 -2.705
C -0.374 -3.373 -0.845
C -0.341 -2.827 2.898
C -3.432 -1.819 1.041
C -0.503 -4.152 3.411
C 0.151 -4.602 4.593
C 4.109 1.135 5.607
C 3.421 0.377 -4.378
C 2.829 1.169 6.091
C -0.885 5.243 -0.455
C -1.005 0.481 3.988
C 4.118 -2.748 -2.241
C -3.576 0.486 -4.554
C -0.201 3.076 -1.404
C 0.519 -1.951 3.619
C -2.364 -3.615 -2.730
C -1.343 -4.634 -2.653
C -4.503 2.052 -6.542
C -3.445 0.656 0.817
C 3.192 0.898 3.358
C -2.822 -0.609 0.576
C 6.461 -1.318 -2.076
C -2.000 -0.375 4.468
C -0.706 5.855 -1.690
C -1.206 1.861 3.762
C -0.672 3.879 -0.305
C -0.051 3.704 -2.614
C 1.417 -2.472 4.643
C -2.438 2.353 4.079
C 4.165 -1.678 -1.365
C -2.265 0.968 -2.390
C 2.678 1.941 -2.673
C 2.299 -0.370 -4.191
C 4.271 1.143 4.221
C 5.370 -0.952 -1.304
C -0.416 -4.516 -1.619
C -2.339 -2.507 -1.878
C -4.660 -1.766 1.682
C 1.497 1.066 -2.447
C -2.166 0.856 -3.955
C 5.219 -3.240 -2.915
C -5.274 -0.519 1.885
C -3.140 0.256 5.035
C 6.407 -2.521 -2.817
C 1.703 1.151 5.230
C 1.924 0.655 3.971
C 1.249 -3.846 5.051
C -3.372 1.545 4.804
C -1.187 -2.261 -1.103
C 3.654 1.509 -3.506
C 3.234 1.246 1.976
C -4.669 0.649 1.436
H 0.463 -0.578 -3.217
H 7.355 -0.726 -2.073
H -4.296 2.040 5.121
H 7.264 -2.928 -3.281
H 1.972 -4.252 5.801
H 0.333 -3.276 0.000
H -1.909 1.822 -4.380
H -3.121 0.329 -2.123
H 0.691 1.211 5.632
H 3.151 -3.267 -2.293
H -4.144 -0.223 -3.902
H -0.441 2.400 3.292
H -1.106 6.837 -1.899
H 4.962 0.992 6.277
H -0.055 5.514 -3.676
H -3.467 2.251 -6.938
H -2.676 3.401 3.844
H -6.159 -0.505 2.516
H 2.153 -1.316 -4.745
H 2.713 1.227 7.168
H -3.126 -1.758 -1.832
H -3.033 -2.779 0.816
H -3.844 -0.403 5.461
H 5.200 1.464 3.818
H -2.929 1.561 0.597
H 4.671 2.036 -3.508
H -1.173 -4.914 2.964
H 5.348 0.039 -0.799
H 2.267 -1.858 4.984
H -4.964 -2.698 2.139
H -0.876 -2.452 2.052
H -1.906 -1.458 4.422
H 1.803 3.251 0.279
H -0.205 -5.415 5.185
H -1.342 5.828 0.370
H -3.218 -3.829 -3.415
H -1.466 -5.512 -3.276
H -5.173 2.915 -6.965
H 0.297 3.159 -3.520
H -2.561 1.978 -2.121
H -5.347 1.481 1.368
H -1.434 0.067 -4.275
H -3.359 0.032 -5.513
H -0.954 3.472 0.676
H -5.013 1.106 -6.818
H 4.217 0.130 -5.044
H 2.781 2.886 -2.110
H 5.102 -4.051 -3.602
H 4.170 1.069 1.458
H 0.246 -5.334 -1.351
```

LUMO energy (alpha / beta) = -8.68 / -11.58 eV
Charge = +3
HOMO level (alpha / beta) = -14.18 / -14.31 eV
Spin multiplicity = 3
Orbital gap (alpha / beta) = 5.503 / 2.734 eV



No. 2
This record from the OMol25 dataset describes C53H51AsNO4RuSb as an isolated structure. The level of theory is ωB97M-V with the def2-TZVPD basis set.

```
112
C53H51AsNO4RuSb ωB97M-V with the def2-TZVPD basis set
Sb 3.333 -0.817 1.480
Ru 1.243 0.164 -0.123
As 0.077 0.332 -2.946
O 0.808 0.025 1.901
O -3.342 0.200 0.572
O -0.098 -1.269 -0.178
O -2.417 1.732 1.933
N 1.823 3.384 -0.053
C -1.937 0.189 4.401
C -1.282 -2.498 -2.233
C 5.320 -1.433 0.993
C -1.311 1.067 1.373
C 2.416 -1.437 -2.200
C -1.961 0.121 0.290
C -0.924 -2.368 4.738
C 0.122 3.226 -3.697
C -1.498 -1.324 -0.009
C -1.825 -2.416 1.017
C -1.259 -4.606 1.875
C 0.594 4.290 3.457
C 2.187 4.462 -3.853
C -0.028 3.224 2.809
C -1.249 -0.411 -6.811
C -3.916 -2.073 -2.920
C -4.749 1.272 2.151
C -2.427 -0.629 5.409
C -1.916 -1.907 5.588
C -3.598 1.444 1.194
C 3.149 -1.829 3.326
C -3.088 -2.757 -3.798
C 1.646 2.757 4.966
C 1.045 -1.130 -6.813
C -0.323 0.656 2.492
C -0.975 -3.518 1.064
C -0.451 -1.555 3.716
C 0.838 2.096 -3.332
C 1.440 4.062 4.529
C 4.678 -0.639 -2.372
C -0.152 -0.928 -7.485
C 3.784 -1.674 -2.132
C 1.945 -0.159 -2.520
C 1.028 1.703 4.318
C 2.905 3.335 -3.480
C -2.099 -1.790 -1.355
C 1.457 2.308 -0.226
C -1.146 -0.090 -5.465
C 2.855 0.880 -2.797
C -3.432 -1.603 -1.705
C -3.828 2.523 0.150
C 0.195 1.914 3.219
C -3.264 -3.522 2.604
C 0.061 -0.273 -4.800
C 3.900 1.141 2.098
C -2.976 -2.429 1.797
C -2.412 -4.614 2.648
C -0.947 -0.272 3.536
C -1.765 -2.976 -3.441
C 4.221 0.633 -2.697
C 2.229 2.148 -3.217
C 1.158 -0.803 -5.467
C 0.800 4.409 -3.960
H 2.283 2.566 5.820
H -4.956 -1.911 -3.174
H -5.627 0.921 1.609
H 1.916 4.891 5.038
H -2.189 -0.268 -7.328
H -4.482 0.546 2.917
H -2.014 0.285 -4.934
H 3.809 -2.694 3.306
H -0.252 -2.686 -1.959
H -1.770 0.623 -0.667
H 2.118 4.331 0.086
H 5.765 -0.738 0.284
H 3.984 3.390 -3.402
H -4.989 2.224 2.624
H -2.306 1.200 4.305
H -0.722 3.443 2.008
H -0.585 -5.454 1.893
H 4.148 -2.667 -1.902
H -3.659 -1.594 1.777
H 5.743 -0.828 -2.326
H -0.525 -3.368 4.857
H -4.725 2.301 -0.428
H 0.284 -1.926 3.021
H -2.288 -2.536 6.387
H 3.467 -1.127 4.096
H -3.197 -0.256 6.072
H -0.080 -3.524 0.454
H 4.184 1.721 1.220
H 4.757 1.074 2.769
H -0.232 -1.180 -8.535
H -0.735 1.801 0.784
H 1.715 -2.250 -2.054
H -2.643 -5.464 3.277
H 2.709 5.385 -4.069
H -3.471 -3.124 -4.741
H 1.183 0.688 4.670
H -3.947 3.491 0.636
H 5.878 -1.413 1.929
H 5.341 -2.440 0.579
H -2.978 2.580 -0.535
H 4.935 1.417 -2.915
H 2.126 -2.133 3.506
H 2.100 -0.970 -4.959
H -4.163 -3.511 3.208
H 1.898 -1.544 -7.335
H -1.106 -3.524 -4.104
H -0.958 3.192 -3.781
H 0.249 5.293 -4.255
H 3.062 1.611 2.606
H 0.389 5.304 3.136
H -4.106 -1.096 -1.031
```

LUMO energy (alpha / beta) = -2.53 / -4.66 eV
Charge = +1
HOMO level (alpha / beta) = -10.29 / -10.29 eV
Spin multiplicity = 6
Relative energy (zero: lowest compared OMol25 entry of this formula, charge and spin) = 3.99 kcal per mole
Orbital gap (alpha / beta) = 7.763 / 5.631 eV



No. 3
This record from the OMol25 dataset describes C53H54BiBrGe2NOS4 as an isolated structure. The level of theory is ωB97M-V with the def2-TZVPD basis set.

```
117
C53H54BiBrGe2NOS4 ωB97M-V with the def2-TZVPD basis set
Bi 13.805 12.531 13.967
Br 13.127 9.496 14.163
Ge 16.436 13.591 12.133
Ge 14.076 15.631 12.236
S 15.239 11.685 12.175
S 15.629 15.064 10.621
S 15.539 14.741 13.910
S 12.417 14.158 12.414
O 8.530 9.557 11.762
N 11.234 11.551 14.284
C 21.137 12.678 11.643
C 11.447 10.327 13.727
C 18.733 19.403 8.940
C 18.193 11.125 13.436
C 18.746 17.904 10.928
C 20.598 13.819 11.117
C 10.056 12.129 13.970
C 19.065 16.940 8.719
C 10.679 14.915 6.755
C 12.588 17.095 9.932
C 12.979 19.420 10.726
C 10.768 15.715 9.104
C 18.714 16.585 13.060
C 13.099 18.038 10.974
C 13.407 20.352 11.647
C 9.282 10.226 12.683
C 16.368 18.306 16.170
C 13.981 19.868 12.795
C 16.056 8.271 15.954
C 11.386 15.621 7.836
C 18.923 12.111 12.555
C 14.481 16.925 16.592
C 10.543 9.625 12.975
C 18.864 18.035 9.553
C 17.364 8.793 13.867
C 15.772 17.361 16.907
C 13.619 17.543 12.197
C 19.204 14.163 11.293
C 11.312 16.461 10.131
C 16.960 10.572 15.435
C 19.064 14.558 8.283
C 18.771 16.640 11.538
C 18.900 15.513 10.686
C 9.030 11.521 13.273
C 18.372 13.290 12.029
C 18.052 12.828 15.316
C 17.768 11.454 14.710
C 18.600 9.191 11.779
C 19.036 15.662 9.279
C 16.406 16.760 18.139
C 14.035 18.487 13.151
C 12.456 16.886 15.160
C 14.562 17.580 8.520
C 18.059 9.720 13.066
C 10.398 16.725 11.276
C 15.799 18.741 14.967
C 13.879 17.308 15.394
C 20.280 11.810 12.279
C 16.833 9.213 15.078
C 13.204 16.949 8.704
C 12.610 16.244 7.641
C 16.621 19.766 14.213
C 14.561 18.191 14.492
H 16.524 20.784 14.616
H 11.985 17.394 14.273
H 9.960 13.149 14.361
H 15.091 17.613 9.468
H 19.638 8.933 11.931
H 10.724 8.652 12.565
H 20.695 10.855 12.633
H 19.093 17.089 7.629
H 15.713 16.188 18.735
H 8.095 12.072 13.080
H 19.678 19.938 8.970
H 21.149 14.507 10.501
H 14.447 18.615 8.220
H 18.526 12.647 16.287
H 12.562 19.729 9.799
H 16.375 19.781 13.155
H 20.081 14.434 7.967
H 9.597 15.074 6.871
H 9.829 15.246 9.292
H 10.504 17.761 11.658
H 13.290 21.404 11.433
H 17.154 13.396 15.559
H 16.644 7.389 16.261
H 19.124 15.687 13.461
H 16.903 17.509 18.746
H 10.552 16.000 12.109
H 14.005 16.214 17.255
H 10.882 15.348 5.759
H 15.126 7.882 15.415
H 18.690 13.481 14.676
H 16.500 10.929 16.357
H 13.096 16.176 6.688
H 18.532 18.776 11.510
H 18.056 8.293 11.496
H 17.185 16.052 17.918
H 19.286 17.472 13.420
H 15.743 8.829 16.833
H 11.954 17.201 16.089
H 12.306 15.815 15.022
H 17.359 7.728 13.572
H 18.800 13.580 8.724
H 18.585 9.874 10.921
H 18.412 19.373 7.908
H 10.842 13.824 6.771
H 22.183 12.474 11.494
H 17.675 19.513 14.304
H 18.369 14.642 7.443
H 14.359 20.559 13.549
H 15.094 17.020 7.770
H 7.595 9.831 11.827
H 17.288 18.765 16.489
H 17.728 16.743 13.415
H 18.037 19.976 9.554
H 9.364 16.661 10.929
```

LUMO energy = -3.40 eV
Charge = +1
HOMO level = -10.21 eV
Relative energy (zero: lowest compared OMol25 entry of this formula, charge and spin) = 0.00 kcal per mole
Orbital gap = 6.803 eV



No. 4
This record from the OMol25 dataset describes C53H55FN5O10W as an isolated structure. The level of theory is ωB97M-V with the def2-TZVPD basis set.

```
125
C53H55FN5O10W ωB97M-V with the def2-TZVPD basis set
W -1.913 -0.264 -0.133
F 4.653 1.873 0.503
O -0.260 1.096 0.309
O -2.600 1.042 1.113
O -3.438 3.107 1.237
O 1.033 -0.892 -0.830
O 0.251 -3.101 -2.344
O -2.231 -1.622 1.097
O 0.552 -3.621 -0.151
O -2.783 -1.401 -1.375
O -4.362 0.236 -0.348
O -0.451 -0.216 3.006
N -1.849 0.892 -2.152
N 0.320 3.987 3.147
N 5.108 3.930 2.403
N -0.002 -1.278 0.046
N 7.650 5.042 3.091
C -3.535 -3.227 -5.086
C -1.614 -2.135 -6.030
C -1.009 -3.208 2.359
C -0.296 -3.744 5.007
C -0.936 -2.799 -1.661
C -2.645 0.916 -3.413
C -0.300 2.854 -1.994
C 7.425 3.553 3.054
C -2.514 -4.004 0.548
C -3.838 -3.748 0.223
C 3.610 2.378 1.186
C -3.990 1.046 -5.812
C 3.834 3.423 2.112
C -0.933 -0.225 -1.966
C 1.002 -3.967 -1.507
C -2.503 2.370 1.351
C -1.972 -3.199 3.373
C -2.752 -2.912 -6.189
C -1.620 -3.460 4.684
C 0.477 6.351 3.923
C 5.308 5.373 2.431
C 1.427 3.460 2.482
C -4.631 0.574 -4.679
C 0.312 -3.487 2.686
C -2.665 1.461 -5.739
C 0.459 4.886 4.319
C -1.547 -2.903 0.958
C 0.997 2.254 -2.288
C -3.962 0.514 -3.462
C -1.664 -1.576 -2.267
C -4.186 -6.078 -0.261
C -3.184 -2.759 -3.830
C 2.718 3.933 2.756
C 0.557 -0.263 -2.076
C -0.089 2.018 1.175
C 1.358 0.972 -2.318
C 6.371 5.752 3.445
C -2.038 -5.312 0.505
C 1.240 2.445 1.529
C 0.661 -3.755 4.010
C 2.468 -3.664 -1.654
C -2.053 -1.963 -3.677
C -4.672 -4.783 -0.179
C 0.662 -5.416 -1.764
C -0.463 -2.704 -0.183
C -1.489 2.273 -1.901
C -1.987 1.399 -4.535
C -0.904 3.655 2.749
C 2.370 1.892 0.911
C -1.143 2.722 1.769
C -2.869 -6.342 0.092
C 6.331 3.222 2.052
C -1.262 -1.661 -4.774
H 1.009 -5.696 -2.758
H -5.706 -4.577 -0.424
H 3.047 -4.323 -1.009
H -0.992 -1.903 -6.884
H 1.285 6.574 3.226
H -3.007 -2.998 3.126
H 8.363 3.070 2.787
H 5.611 5.733 1.435
H -0.953 1.714 -4.474
H 6.667 3.469 1.036
H -0.413 -5.585 -1.708
H 7.969 5.358 2.171
H -4.520 1.095 -6.754
H 7.139 3.255 4.061
H 1.691 -3.990 4.248
H 2.767 -3.841 -2.686
H 1.356 4.592 4.858
H -0.299 3.925 -1.831
H 2.393 0.753 -2.561
H -1.285 0.050 3.409
H -0.463 6.641 3.453
H -0.367 -1.060 -4.671
H -4.416 -3.843 -5.204
H -3.026 -3.275 -7.170
H 6.179 2.148 2.097
H 2.674 -2.629 -1.388
H 0.442 -1.233 0.966
H 1.778 2.972 -2.514
H 4.391 5.894 2.690
H -5.001 -0.486 -0.287
H -2.490 -7.355 0.057
H -4.833 -6.883 -0.582
H -4.716 0.991 0.143
H -4.225 -2.742 0.295
H -0.379 4.669 4.977
H 6.559 6.823 3.452
H 2.853 4.708 3.494
H -2.380 -3.462 5.454
H 2.251 1.097 0.188
H -1.650 -3.625 -1.725
H -1.728 4.139 3.260
H -3.789 -3.015 -2.967
H -0.022 -3.970 6.029
H 1.079 -3.531 1.928
H 6.099 5.424 4.447
H -5.663 0.255 -4.734
H -2.384 2.865 -1.753
H -4.452 0.140 -2.581
H -1.019 -5.528 0.801
H 0.820 -0.988 -2.845
H 1.155 -6.051 -1.029
H -0.236 -1.054 3.440
H 8.388 5.276 3.758
H -2.159 1.828 -6.622
H 0.607 6.967 4.812
```

LUMO energy = -7.60 eV
Charge = +3
HOMO level = -14.46 eV
Relative energy (zero: lowest compared OMol25 entry of this formula, charge and spin) = 0.00 kcal per mole
Orbital gap = 6.859 eV



Number 1: DFT total energy -3990.57464 hartree. Number 2: DFT total energy -4976.48475 hartree. Number 3: DFT total energy -10717.21648 hartree. Number 4: DFT total energy -3244.95826 hartree.